One molecule with the formula CH3Cl2P. Source: the Open Molecules 2025 dataset; level of theory: ωB97M-V/def2-TZVPD.

Structure (ORCA input):
```
! wB97M-V def2-TZVPD RIJCOSX def2/J DEFGRID3
* xyz 0 1
Cl 2.0453 -0.8356 -0.2809
Cl 0.2617 2.1805 -0.2945
P 0.1156 -0.6566 0.2820
C -0.7622 0.7377 -0.2241
H 0.0855 -0.0735 1.6305
H -0.5325 -1.9081 0.1387
H -1.2134 0.5555 -1.2517
*
```

Calculated values
LUMO level (eV): 0.433
HOMO (eV): -8.03
Orbital gap (eV): 8.46
M (u): 116.9
E (a.u.): -1301.54915
Relative energy (zero: lowest compared OMol25 entry of this formula, charge and spin) (eV): 3.5795